A molecular structure, C13H9AsNO10PtS, computed with ωB97M-V with the def2-TZVPD basis set.

* E_tot: -110499.4169 eV
* net charge: +1
* HOMO: -12.78 eV

Element x y z (Å)
Pt -0.710107 0.570993 1.475133
O -4.474008 -1.195291 1.402944
As -3.236238 -0.135801 0.887485
O -1.735784 -0.931142 0.634956
O -2.593524 0.891268 2.106923
C -4.005586 0.937278 -0.460877
C -5.384719 0.918211 -0.578006
C -6.009654 1.861874 -1.390242
C -5.259880 2.817643 -2.044865
C -3.869908 2.834261 -1.929191
C -3.236451 1.895769 -1.140992
S -1.456729 1.855016 -1.212540
O -1.014442 3.037071 -1.859817
O -0.968541 2.080953 0.301935
O -1.066502 0.549055 -1.619203
H -4.164903 -1.890956 2.003469
H -5.971990 0.183824 -0.044237
H -7.085369 1.843713 -1.496192
H -5.747654 3.558995 -2.662710
H -3.276725 3.564211 -2.461588
O 0.132351 1.976120 2.618544
C 1.339875 2.318695 2.528215
C 2.360521 1.725398 1.753640
C 3.642817 2.319452 1.820504
C 4.675241 1.745484 1.148851
C 4.506230 0.573285 0.397292
C 3.273609 -0.019731 0.318340
C 2.171523 0.545026 0.983667
O 1.022047 -0.082145 0.862495
N 6.011320 2.368327 1.220418
O 6.913184 1.795854 0.650718
O 6.122538 3.356370 1.913445
H 1.608132 3.173265 3.152747
H 3.815279 3.216542 2.400249
H 5.360456 0.155608 -0.116876
H 3.112550 -0.917573 -0.260466

Atoms 1-3, force components in eV/Å:
0.2471 -0.0091 0.1677
0.0305 -0.0312 -0.0448
-0.0830 0.0546 0.2606

Calculated atomic charges, method Mulliken, unit e: number 1, Pt, carries 1.9978; number 2, O, carries -0.5444; number 3, As, carries 1.0889; number 4, O, carries -0.6478; number 5, O, carries -0.6216; number 6, C, carries 0.3182; number 7, C, carries -0.4438; number 8, C, carries -0.6105; number 9, C, carries -0.6097; number 10, C, carries -0.4191; number 11, C, carries 0.1238; number 12, S, carries 1.2986; number 13, O, carries -0.6433; number 14, O, carries -0.7737; number 15, O, carries -0.5244; number 16, H, carries 0.3707; number 17, H, carries 0.4937; number 18, H, carries 0.4179; number 19, H, carries 0.4121; number 20, H, carries 0.5424; number 21, O, carries -0.5671; number 22, C, carries 0.3016; number 23, C, carries 0.3876; number 24, C, carries -0.6306; number 25, C, carries -0.3589; number 26, C, carries -0.4133; number 27, C, carries -0.5515; number 28, C, carries 0.7004; number 29, O, carries -0.9290; number 30, N, carries 1.0131; number 31, O, carries -0.5894; number 32, O, carries -0.5923; number 33, H, carries 0.4742; number 34, H, carries 0.5182; number 35, H, carries 0.5105; number 36, H, carries 0.5007

---

3 unconnected molecules or ions with the total composition C13H9Cl3O8, computed with ωB97M-V with the def2-TZVPD basis set.

* ΔE to the lowest compared entry with this formula, charge and spin: 0.000 eV
* E_tot: -67573.1914 eV
* net charge: 0
* HOMO: -9.82 eV

Element x y z (Å)
C 0.778976 2.823848 1.000395
C 0.040378 3.137789 2.068609
C -0.281731 2.127922 3.153895
O -1.083469 2.425202 4.009218
C 0.365437 0.830110 3.049348
C 1.191390 0.549744 2.042925
C 1.388025 1.498252 0.888772
O 2.108820 1.177718 -0.031270
O 1.755166 -0.641577 1.902713
O -0.463251 4.337109 2.302773
H 1.024819 3.593149 0.280353
H 0.131894 0.091259 3.806242
H 2.376892 -0.613581 1.157105
H -1.092824 4.242882 3.041947
C -0.464483 -3.878027 -2.198418
C 0.726864 -3.685903 -2.771593
C 1.572677 -2.469333 -2.481773
O 2.645692 -2.357291 -3.035657
C 1.003692 -1.478410 -1.575897
C -0.168801 -1.702841 -0.978333
C -0.955522 -2.969321 -1.176604
O -1.935607 -3.164929 -0.492077
O -0.726617 -0.821739 -0.146603
O 1.198128 -4.484427 -3.722276
H -1.055345 -4.752335 -2.439916
H 1.563808 -0.587343 -1.318001
H -1.493965 -1.244162 0.278053
H 2.075953 -4.155459 -3.982671
C -2.333585 2.378644 -0.523256
Cl -3.433363 1.747385 -1.765037
Cl -3.057641 2.194668 1.076878
Cl -1.971852 4.067625 -0.863044
H -1.430559 1.783367 -0.556816

Atoms 1-3, force components in eV/Å:
0.3043 0.0126 -0.1563
-0.2360 -0.1071 0.6508
0.2427 -0.6423 -0.7805

Calculated atomic charges, method Mulliken, unit e: number 1, C, carries -0.9188; number 2, C, carries 0.1923; number 3, C, carries 0.9322; number 4, O, carries -0.6212; number 5, C, carries -0.8228; number 6, C, carries 0.1760; number 7, C, carries 1.1675; number 8, O, carries -0.6958; number 9, O, carries -0.5823; number 10, O, carries -0.5528; number 11, H, carries 0.4659; number 12, H, carries 0.4364; number 13, H, carries 0.4021; number 14, H, carries 0.3744; number 15, C, carries -0.9160; number 16, C, carries 0.3076; number 17, C, carries 0.7174; number 18, O, carries -0.6104; number 19, C, carries -0.7504; number 20, C, carries 0.2452; number 21, C, carries 0.7856; number 22, O, carries -0.6200; number 23, O, carries -0.2515; number 24, O, carries -0.5435; number 25, H, carries 0.4155; number 26, H, carries 0.6350; number 27, H, carries 0.2855; number 28, H, carries 0.3631; number 29, C, carries 0.7616; number 30, Cl, carries -0.1505; number 31, Cl, carries -0.1272; number 32, Cl, carries -0.1229; number 33, H, carries -0.3771

---

A molecular structure, C13H9F3N4ORhS3, computed with ωB97M-V with the def2-TZVPD basis set.

* ΔE to the lowest compared entry with this formula, charge and spin: 0.000 eV
* E_tot: -65295.6680 eV
* net charge: +1
* HOMO: -11.97 eV

Element x y z (Å)
Rh 0.738299 0.105109 0.227242
F -2.255271 -3.729234 -0.507654
C -1.281729 -4.576997 -0.150127
F -1.155268 -5.490554 -1.119101
F -1.671792 -5.212217 0.957435
C 0.023893 -3.857467 0.072595
C 1.170043 -4.589819 0.355529
C 2.374952 -3.944283 0.581689
C 2.411617 -2.564404 0.517796
N 1.314958 -1.867752 0.223870
C 0.137755 -2.481930 0.022667
S -1.045840 -1.199196 -0.189664
H 1.108912 -5.669532 0.408150
H 3.273066 -4.498148 0.809377
H 3.320648 -2.003583 0.686507
O -0.900284 -1.595423 3.040013
S -0.129282 -0.384183 3.233386
N 0.685644 0.189226 2.112227
N -2.048568 2.064477 0.777898
C -0.928132 2.670952 0.381250
N 0.117345 2.038339 -0.113393
C 1.167572 2.928479 -0.388258
C 2.404391 2.582024 -0.918079
C 3.345377 3.580006 -1.109061
C 3.052705 4.907122 -0.802663
C 1.811932 5.263603 -0.300759
C 0.881508 4.258177 -0.094547
S -0.752461 4.390992 0.514065
H -2.155239 1.068269 0.680804
H -2.832028 2.593582 1.118074
H 2.626361 1.560524 -1.212340
H 4.313500 3.327600 -1.518722
H 3.797993 5.671881 -0.969887
H 1.579224 6.295460 -0.076218

Atoms 1-3, force components in eV/Å:
0.0038 -0.6443 -0.7726
-0.0125 0.0251 -0.0107
0.0074 0.0024 0.0147

Calculated atomic charges, method Mulliken, unit e: number 1, Rh, carries 0.3865; number 2, F, carries -0.2682; number 3, C, carries 0.6555; number 4, F, carries -0.2382; number 5, F, carries -0.2374; number 6, C, carries -0.0090; number 7, C, carries -0.3310; number 8, C, carries -0.8124; number 9, C, carries -0.2975; number 10, N, carries -0.2170; number 11, C, carries 1.0145; number 12, S, carries -0.2393; number 13, H, carries 0.4897; number 14, H, carries 0.4200; number 15, H, carries 0.4362; number 16, O, carries -0.4038; number 17, S, carries 0.4079; number 18, N, carries -0.3503; number 19, N, carries -0.2222; number 20, C, carries 0.6498; number 21, N, carries -0.1851; number 22, C, carries 0.1578; number 23, C, carries -0.5667; number 24, C, carries -0.7412; number 25, C, carries -0.5019; number 26, C, carries -0.5407; number 27, C, carries 0.8876; number 28, S, carries -0.2296; number 29, H, carries 0.0088; number 30, H, carries 0.2391; number 31, H, carries 0.4510; number 32, H, carries 0.3867; number 33, H, carries 0.3958; number 34, H, carries 0.4047

---

Listing max |F| for the structures above in their given order: 0.7; 1.4; 1.0 eV/Å.